{"formula": "C6H2F12", "method": "ωB97M-V/def2-TZVPD", "elements": ["F", "F", "F", "F", "F", "F", "F", "F", "F", "F", "F", "F", "C", "C", "C", "C", "C", "C", "H", "H"], "xyz": [[2.71, -1.60, -1.37], [1.18, -2.82, -2.36], [1.36, -2.91, -0.16], [0.37, 2.17, 2.00], [0.56, 2.87, -0.11], [-1.33, 3.08, 1.00], [-1.97, -1.13, 0.82], [-1.02, -0.16, 2.54], [-2.73, 0.83, 1.46], [0.34, -0.27, -2.34], [1.19, -0.48, 1.03], [-1.41, 1.05, -0.87], [1.44, -2.09, -1.23], [-0.25, 2.25, 0.81], [-1.59, 0.10, 1.30], [0.38, -1.01, -1.16], [0.61, 0.06, -0.09], [-0.69, 0.87, 0.28], [-0.57, -1.50, -1.03], [1.42, 0.69, -0.51]], "energy_ev": -38864.676, "e_homo_ev": -13.098, "charge": 0, "relative_energy_kcal_mol": 0.0, "smiles": "F[C@H]([C@H](F)C(F)(C(F)(F)F)C(F)(F)F)C(F)(F)F"}

=====

{"formula": "C16H64N17O19", "method": "ωB97M-V/def2-TZVPD", "elements": ["N", "O", "O", "O", "C", "O", "H", "H", "H", "H", "C", "O", "H", "H", "H", "H", "C", "O", "H", "H", "H", "H", "C", "O", "H", "H", "H", "H", "C", "O", "H", "H", "H", "H", "C", "O", "H", "H", "H", "H", "C", "O", "H", "H", "H", "H", "C", "O", "H", "H", "H", "H", "C", "O", "N", "N", "H", "H", "H", "H", "C", "O", "N", "N", "H", "H", "H", "H", "C", "O", "N", "N", "H", "H", "H", "H", "C", "O", "N", "N", "H", "H", "H", "H", "C", "O", "N", "N", "H", "H", "H", "H", "C", "O", "N", "N", "H", "H", "H", "H", "C", "O", "N", "N", "H", "H", "H", "H", "C", "O", "N", "N", "H", "H", "H", "H"], "xyz": [[-0.15, -1.13, 0.42], [-1.03, -0.87, -0.41], [0.65, -0.28, 0.73], [-0.22, -2.13, 1.11], [0.04, -1.97, -4.60], [-0.06, -3.28, -4.09], [-0.86, -1.84, -5.20], [0.20, -1.29, -3.77], [0.97, -1.95, -5.17], [-0.82, -3.74, -4.46], [2.49, 0.99, -4.42], [3.13, -0.16, -4.93], [1.96, 1.54, -5.20], [1.81, 0.66, -3.64], [3.28, 1.63, -4.03], [2.83, -0.25, -5.84], [5.84, 1.27, -1.13], [4.92, 2.22, -1.63], [6.71, 1.83, -0.81], [5.39, 0.74, -0.29], [6.17, 0.57, -1.90], [4.52, 2.59, -0.84], [-4.28, 1.52, -0.51], [-4.69, 2.11, -1.71], [-4.96, 1.43, 0.34], [-4.01, 0.51, -0.83], [-3.45, 2.00, 0.00], [-3.91, 2.28, -2.23], [0.63, 2.41, -1.54], [-0.53, 1.74, -2.00], [0.34, 3.22, -0.87], [1.20, 1.63, -1.03], [1.09, 2.72, -2.47], [-0.75, 1.06, -1.35], [3.21, -1.74, 2.73], [2.38, -2.87, 2.70], [2.68, -0.87, 2.36], [3.49, -1.54, 3.76], [4.18, -1.90, 2.25], [1.50, -2.59, 2.45], [-1.18, 4.07, -4.59], [-1.81, 2.83, -4.18], [-0.77, 4.06, -5.60], [-1.85, 4.89, -4.36], [-0.30, 4.27, -3.97], [-1.30, 2.51, -3.43], [0.35, -1.72, 6.69], [-0.03, -2.54, 7.78], [-0.10, -2.01, 5.74], [0.04, -0.68, 6.82], [1.43, -1.71, 6.52], [-0.70, -2.10, 8.32], [0.92, 2.21, 4.27], [2.02, 1.92, 4.67], [-0.03, 2.74, 4.96], [0.48, 2.01, 3.07], [-0.07, 2.53, 5.94], [-0.90, 3.02, 4.53], [0.98, 1.33, 2.52], [0.11, 2.79, 2.54], [-3.12, -2.37, 3.19], [-4.26, -2.55, 3.44], [-2.33, -3.34, 2.88], [-2.46, -1.26, 3.19], [-2.67, -4.29, 2.89], [-1.39, -3.14, 2.57], [-3.12, -0.51, 3.35], [-1.54, -1.17, 2.78], [-3.13, -3.46, -1.55], [-3.42, -4.52, -2.00], [-2.99, -3.17, -0.29], [-2.84, -2.39, -2.25], [-2.47, -2.33, -0.09], [-3.14, -3.96, 0.33], [-3.16, -2.45, -3.20], [-2.40, -1.62, -1.77], [1.42, -4.70, -1.29], [1.96, -5.23, -2.20], [0.52, -3.77, -1.44], [1.72, -4.94, -0.03], [0.15, -3.49, -2.33], [0.34, -3.34, -0.54], [2.51, -5.53, 0.19], [1.19, -4.53, 0.72], [4.03, 2.86, 2.10], [4.87, 3.08, 1.31], [3.62, 3.74, 3.01], [3.33, 1.82, 2.16], [4.09, 4.62, 3.15], [3.03, 3.35, 3.74], [3.54, 1.06, 1.52], [2.66, 1.74, 2.91], [-7.01, -1.17, -2.27], [-7.05, -1.61, -3.40], [-5.99, -1.08, -1.47], [-8.12, -0.78, -1.68], [-6.31, -0.93, -0.52], [-5.05, -1.35, -1.73], [-8.94, -1.04, -2.21], [-8.03, -0.41, -0.74], [4.74, -2.11, -1.39], [5.90, -1.97, -1.81], [4.28, -3.02, -0.47], [3.76, -1.31, -1.67], [4.97, -3.61, -0.03], [3.30, -3.18, -0.27], [2.85, -1.55, -1.31], [3.97, -0.37, -1.98], [-0.94, 5.23, 0.86], [0.00, 4.49, 1.15], [-1.42, 5.51, -0.29], [-1.70, 5.79, 1.78], [-2.01, 6.33, -0.30], [-1.20, 4.99, -1.13], [-1.42, 5.72, 2.74], [-2.34, 6.50, 1.45]], "energy_ev": -81864.373, "e_homo_ev": -7.029, "charge": -1, "relative_energy_kcal_mol": 5.4}

=====

{"formula": "C38H116O20", "method": "ωB97M-V/def2-TZVPD", "elements": ["C", "C", "O", "H", "H", "H", "H", "H", "H", "C", "C", "O", "H", "H", "H", "H", "H", "H", "C", "C", "O", "H", "H", "H", "H", "H", "H", "C", "C", "O", "H", "H", "H", "H", "H", "H", "C", "C", "O", "H", "H", "H", "H", "H", "H", "C", "C", "O", "H", "H", "H", "H", "H", "H", "C", "C", "O", "H", "H", "H", "H", "H", "H", "C", "C", "O", "H", "H", "H", "H", "H", "H", "C", "C", "O", "H", "H", "H", "H", "H", "H", "C", "C", "O", "H", "H", "H", "H", "H", "H", "C", "C", "C", "O", "H", "H", "H", "H", "H", "H", "H", "H", "C", "C", "C", "O", "H", "H", "H", "H", "H", "H", "H", "H", "C", "C", "C", "O", "H", "H", "H", "H", "H", "H", "H", "H", "C", "C", "C", "O", "H", "H", "H", "H", "H", "H", "H", "H", "C", "C", "C", "O", "H", "H", "H", "H", "H", "H", "H", "H", "C", "C", "C", "O", "H", "H", "H", "H", "H", "H", "H", "H", "O", "H", "H", "O", "H", "H", "O", "H", "H", "O", "H", "H"], "xyz": [[22.80, 17.38, 15.89], [21.28, 17.57, 15.79], [20.73, 16.28, 15.90], [23.23, 18.34, 15.55], [23.11, 16.66, 15.12], [23.08, 17.08, 16.92], [20.98, 18.13, 14.85], [20.97, 18.14, 16.61], [19.78, 16.45, 16.23], [12.90, 14.48, 19.37], [11.87, 15.50, 18.94], [11.95, 16.00, 17.62], [13.89, 14.86, 19.70], [13.24, 13.73, 18.70], [12.49, 13.94, 20.24], [11.88, 16.29, 19.67], [10.92, 14.96, 18.99], [12.07, 15.27, 17.02], [7.07, 12.13, 17.17], [8.53, 11.99, 17.02], [9.25, 12.48, 18.14], [6.79, 11.56, 18.05], [6.47, 11.68, 16.36], [6.68, 13.12, 17.23], [8.87, 12.56, 16.13], [8.85, 10.94, 16.84], [9.92, 13.05, 17.74], [15.68, 18.56, 18.29], [15.22, 18.45, 16.83], [15.56, 17.20, 16.18], [15.34, 19.51, 18.76], [16.75, 18.51, 18.44], [15.26, 17.76, 18.90], [15.79, 19.16, 16.24], [14.21, 18.70, 16.80], [14.95, 16.52, 16.63], [8.76, 18.08, 16.79], [8.80, 17.32, 15.47], [9.89, 17.69, 14.60], [9.51, 17.80, 17.52], [7.84, 17.84, 17.29], [8.83, 19.14, 16.60], [7.88, 17.37, 14.86], [8.97, 16.29, 15.72], [10.64, 18.02, 15.09], [20.87, 20.24, 20.79], [19.55, 20.61, 21.47], [18.67, 21.28, 20.52], [21.75, 20.09, 21.54], [21.26, 20.96, 20.04], [20.75, 19.25, 20.30], [19.77, 21.35, 22.26], [19.10, 19.74, 21.94], [18.84, 20.92, 19.66], [12.72, 9.88, 20.14], [11.36, 10.42, 20.44], [10.34, 10.20, 19.46], [13.25, 10.46, 19.30], [12.65, 8.78, 19.92], [13.35, 10.09, 21.02], [11.45, 11.54, 20.56], [11.02, 10.02, 21.44], [9.96, 11.13, 19.28], [17.34, 14.36, 21.22], [17.70, 14.66, 19.73], [16.54, 15.11, 19.15], [18.13, 13.69, 21.69], [16.31, 13.88, 21.25], [17.34, 15.29, 21.82], [18.10, 13.69, 19.35], [18.59, 15.32, 19.70], [16.85, 15.82, 18.63], [12.83, 19.39, 13.87], [13.20, 20.56, 12.94], [14.27, 20.16, 12.03], [12.09, 19.85, 14.61], [13.77, 18.96, 14.25], [12.39, 18.55, 13.40], [13.59, 21.39, 13.53], [12.27, 20.90, 12.47], [13.80, 19.96, 11.18], [18.15, 18.87, 14.33], [17.59, 20.11, 13.60], [16.36, 20.69, 14.06], [19.07, 18.60, 13.77], [17.48, 18.01, 14.39], [18.37, 19.16, 15.37], [17.48, 19.94, 12.53], [18.40, 20.90, 13.83], [15.70, 20.66, 13.30], [18.31, 14.73, 12.16], [17.13, 14.63, 13.15], [15.86, 15.36, 12.64], [16.73, 13.32, 13.48], [18.08, 14.22, 11.18], [19.28, 14.30, 12.52], [18.43, 15.81, 12.08], [17.46, 15.12, 14.09], [15.13, 15.10, 13.43], [15.55, 14.95, 11.71], [15.91, 16.44, 12.65], [16.95, 12.65, 12.78], [15.56, 18.52, 9.63], [14.25, 18.23, 9.03], [13.91, 16.77, 9.30], [13.27, 19.15, 9.55], [15.61, 18.52, 10.72], [15.99, 19.43, 9.27], [16.17, 17.68, 9.27], [14.30, 18.28, 7.98], [12.98, 16.53, 8.83], [13.76, 16.54, 10.39], [14.76, 16.15, 8.93], [12.40, 18.82, 9.20], [15.19, 10.06, 12.00], [15.80, 10.84, 10.79], [14.88, 11.92, 10.26], [17.04, 11.47, 11.21], [14.16, 9.80, 11.86], [15.27, 10.65, 12.82], [15.72, 9.09, 12.19], [16.09, 10.17, 9.94], [14.49, 12.51, 11.10], [14.07, 11.39, 9.87], [15.36, 12.52, 9.50], [17.65, 11.37, 10.44], [12.39, 15.10, 14.41], [12.03, 13.71, 14.82], [13.07, 12.59, 14.71], [11.60, 13.75, 16.16], [13.23, 15.55, 15.02], [11.61, 15.81, 14.39], [12.75, 15.07, 13.40], [11.18, 13.41, 14.16], [12.57, 11.61, 14.88], [13.84, 12.76, 15.51], [13.48, 12.42, 13.73], [11.77, 12.86, 16.56], [19.36, 11.67, 17.35], [19.47, 12.92, 16.46], [20.41, 12.86, 15.18], [18.17, 13.37, 16.12], [18.93, 10.94, 16.72], [18.67, 11.84, 18.19], [20.31, 11.30, 17.69], [19.82, 13.71, 17.06], [19.93, 12.16, 14.45], [21.36, 12.44, 15.38], [20.59, 13.87, 14.68], [17.81, 12.72, 15.44], [17.81, 21.77, 16.86], [19.30, 21.41, 17.10], [20.14, 22.58, 17.62], [19.40, 20.28, 17.99], [17.36, 21.97, 17.77], [17.25, 21.08, 16.25], [17.89, 22.68, 16.21], [19.76, 21.13, 16.13], [21.17, 22.17, 17.78], [19.66, 23.09, 18.43], [20.31, 23.30, 16.73], [20.32, 20.11, 18.23], [15.36, 13.68, 17.28], [16.15, 13.56, 16.74], [15.69, 14.27, 17.95], [14.98, 10.84, 17.09], [15.34, 11.73, 17.26], [15.57, 10.27, 17.58], [17.93, 15.91, 16.70], [17.72, 15.04, 16.38], [17.17, 16.42, 16.44], [11.85, 11.04, 17.11], [11.37, 10.81, 17.88], [12.79, 10.86, 17.28]], "energy_ev": -82233.821, "e_homo_ev": -9.545, "charge": 0, "relative_energy_kcal_mol": 3.3}

=====

{"formula": "C24H54NO23P5S", "method": "ωB97M-V/def2-TZVPD", "elements": ["C", "C", "C", "C", "C", "C", "C", "N", "C", "C", "O", "S", "O", "O", "O", "C", "C", "C", "P", "O", "O", "O", "H", "H", "H", "H", "H", "H", "H", "H", "H", "H", "H", "H", "H", "H", "H", "H", "H", "H", "C", "O", "P", "O", "O", "C", "O", "C", "H", "H", "H", "H", "H", "H", "H", "H", "H", "C", "O", "P", "O", "O", "C", "O", "C", "H", "H", "H", "H", "H", "H", "H", "H", "H", "C", "O", "P", "O", "O", "C", "O", "C", "H", "H", "H", "H", "H", "H", "H", "H", "H", "C", "O", "P", "O", "O", "C", "O", "C", "H", "H", "H", "H", "H", "H", "H", "H", "H"], "xyz": [[3.24, -2.89, -0.43], [2.12, -1.86, -0.45], [2.53, -0.38, -0.55], [2.89, 0.08, -1.96], [1.77, -0.20, -2.95], [2.03, -0.81, -4.18], [0.98, -1.01, -5.07], [-0.27, -0.64, -4.82], [-0.51, -0.10, -3.63], [0.45, 0.11, -2.66], [4.04, -0.69, -2.45], [5.39, -0.13, -1.84], [5.69, -0.69, -0.56], [6.36, -0.20, -2.87], [4.86, 1.34, -1.59], [3.48, 1.54, -2.01], [2.91, 2.58, -1.03], [1.40, 2.81, -1.13], [3.66, 2.37, -3.68], [4.26, 3.68, -3.53], [2.17, 2.39, -4.27], [4.50, 1.39, -4.60], [3.86, -2.89, -1.32], [2.77, -3.88, -0.36], [3.85, -2.77, 0.47], [1.56, -1.96, 0.48], [1.41, -2.11, -1.24], [1.68, 0.23, -0.23], [3.35, -0.16, 0.13], [3.02, -1.17, -4.44], [1.17, -1.49, -6.02], [-1.54, 0.18, -3.41], [0.15, 0.53, -1.72], [3.41, 3.52, -1.26], [3.22, 2.30, -0.03], [0.84, 2.11, -0.51], [1.06, 2.73, -2.16], [1.14, 3.82, -0.79], [2.02, 1.80, -5.01], [4.09, 0.53, -4.80], [4.29, -6.30, 2.61], [3.14, -6.87, 3.26], [1.76, -6.10, 3.25], [1.54, -5.23, 2.09], [1.65, -5.35, 4.65], [2.54, -4.25, 4.89], [0.77, -7.30, 3.45], [-0.64, -7.04, 3.41], [4.80, -7.11, 2.09], [3.99, -5.54, 1.89], [4.95, -5.87, 3.36], [2.76, -3.70, 3.97], [3.46, -4.62, 5.33], [2.05, -3.58, 5.59], [-1.11, -7.87, 2.87], [-0.85, -6.11, 2.88], [-1.03, -6.99, 4.42], [6.06, -1.68, 2.40], [5.86, -1.97, 3.80], [6.06, -0.81, 4.86], [5.72, 0.53, 4.40], [7.55, -0.95, 5.40], [8.63, -0.60, 4.52], [5.24, -1.40, 6.06], [5.08, -0.60, 7.24], [5.26, -2.17, 1.84], [6.02, -0.61, 2.21], [7.02, -2.08, 2.08], [8.36, 0.23, 3.87], [8.91, -1.47, 3.92], [9.47, -0.30, 5.14], [4.06, -0.73, 7.59], [5.24, 0.46, 7.02], [5.78, -0.94, 8.00], [-2.69, 3.47, -2.51], [-2.69, 4.00, -1.17], [-3.31, 3.15, 0.01], [-3.23, 1.70, -0.18], [-4.79, 3.70, 0.24], [-5.78, 3.42, -0.76], [-2.54, 3.77, 1.23], [-2.75, 3.20, 2.53], [-1.72, 3.69, -2.95], [-2.86, 2.40, -2.50], [-3.47, 3.96, -3.09], [-5.61, 2.45, -1.22], [-5.75, 4.21, -1.52], [-6.75, 3.43, -0.27], [-1.78, 3.18, 3.03], [-3.13, 2.18, 2.46], [-3.44, 3.82, 3.09], [-10.50, 5.27, -2.06], [-10.75, 3.92, -1.67], [-10.42, 2.73, -2.66], [-9.31, 2.98, -3.59], [-11.78, 2.32, -3.37], [-12.33, 3.20, -4.35], [-10.23, 1.56, -1.63], [-9.82, 0.27, -2.11], [-10.08, 5.79, -1.20], [-9.79, 5.31, -2.89], [-11.44, 5.75, -2.35], [-11.55, 3.69, -4.92], [-12.97, 3.94, -3.86], [-12.94, 2.59, -5.02], [-9.11, -0.13, -1.39], [-9.34, 0.35, -3.08], [-10.69, -0.38, -2.17]], "energy_ev": -131637.646, "e_homo_ev": -10.487, "charge": 0, "relative_energy_kcal_mol": 0.0, "smiles": "CCC[C@]1(c2ccncc2)OS(=O)(=O)O[C@@]1(CC)P(=O)(O)O.COP(=O)(OC)OC.COP(=O)(OC)OC.COP(=O)(OC)OC.COP(=O)(OC)OC"}

=====

Orbital gap across the listed records, respectively: 13.885 8.414 9.935 10.629 eV.
E_LUMO across the listed records, respectively: 0.8 1.4 0.4 0.1 eV.